Formula: C4H9O2
Source: the Open Molecules 2025 dataset
Level of theory: wB97M-V/def2-TZVPD

Atoms and positions in Å:
C -1.595017 -0.565666 -0.032979
C -0.199483 -1.057527 0.250406
C -0.335677 1.218193 0.349339
C 1.771352 0.229889 -0.463284
O -1.456735 0.757821 -0.589954
O 0.570353 0.088227 0.521181
H -1.994076 -1.230566 -0.748878
H -2.242595 -0.404231 0.898222
H -0.337058 -1.633968 1.229710
H 0.246871 -1.682408 -0.429911
H 0.223888 1.947063 -0.175367
H -0.782074 1.371708 1.267903
H 2.216278 1.174647 -0.165771
H 2.414899 -0.584883 -0.425594
H 1.499081 0.371702 -1.485023

Cartesian forces, eV/Å:
-0.94 1.55 0.75
-2.92 -1.96 4.32
-2.51 -0.82 -3.87
-0.73 2.20 0.73
3.63 -0.01 2.14
2.38 0.98 -1.91
-1.15 -0.49 -0.68
0.89 -0.93 -1.16
0.83 0.57 -1.24
1.04 -1.07 -1.91
0.11 1.20 0.12
-0.51 0.80 1.97
0.31 -0.30 0.42
0.84 -1.57 0.91
-1.29 -0.16 -0.60

Output
- charge = +1
- 2S+1 = 1
- energy above the lowest of the compared OMol25 structures with the same formula, charge and spin (kcal/mol) = 51.9
- orbital gap (eV) = 12.46
- HOMO level (eV) = -15.635